Entry 1:
{
  "formula": "C33H71ClN5",
  "method": "ωB97M-V/def2-TZVPD",
  "orbital_gap_ev": 9.2,
  "total_energy_ev": -55322.66045,
  "de_lowest_ev": 0.0000,
  "charge": 3,
  "symbols": ["C", "C", "C", "C", "N", "C", "C", "C", "C", "C", "H", "H", "H", "H", "H", "H", "H", "H", "H", "H", "H", "H", "H", "H", "H", "H", "H", "H", "H", "H", "C", "C", "C", "C", "N", "C", "C", "C", "C", "C", "H", "H", "H", "H", "H", "H", "H", "H", "H", "H", "H", "H", "H", "H", "H", "H", "H", "H", "H", "H", "C", "C", "C", "C", "N", "C", "C", "C", "C", "C", "H", "H", "H", "H", "H", "H", "H", "H", "H", "H", "H", "H", "H", "H", "H", "H", "H", "H", "H", "H", "C", "C", "N", "C", "C", "N", "C", "C", "H", "H", "H", "H", "H", "H", "H", "H", "H", "H", "H", "Cl"],
  "xyz": [[0.687, 2.611, 5.847], [-0.770, 2.228, 6.098], [-1.303, 1.219, 5.071], [-2.821, 1.288, 4.876], [-3.313, 0.925, 3.511], [-4.804, 1.176, 3.374], [-4.869, 2.702, 3.248], [-3.566, 3.156, 2.578], [-2.759, 1.835, 2.449], [-2.906, -0.468, 3.183], [1.396, 1.826, 6.107], [0.994, 3.525, 6.356], [0.793, 2.895, 4.790], [-1.384, 3.129, 6.169], [-0.818, 1.787, 7.098], [-0.953, 0.214, 5.304], [-0.806, 1.521, 4.144], [-3.131, 2.302, 5.126], [-3.330, 0.648, 5.598], [-5.202, 0.725, 2.470], [-5.181, 0.819, 4.329], [-5.805, 3.085, 2.847], [-4.925, 3.094, 4.269], [-3.729, 3.563, 1.582], [-3.029, 3.917, 3.143], [-3.036, 1.488, 1.457], [-1.690, 1.985, 2.515], [-3.276, -1.181, 3.917], [-1.818, -0.517, 3.199], [-3.156, -0.745, 2.161], [6.034, 1.145, 5.317], [4.917, 1.491, 4.344], [4.206, 0.226, 3.766], [3.573, 0.565, 2.447], [2.651, -0.498, 1.812], [1.546, -0.949, 2.734], [1.069, -2.276, 2.132], [2.294, -2.848, 1.417], [3.392, -1.797, 1.574], [2.135, 0.073, 0.535], [6.230, 1.987, 5.984], [6.975, 0.996, 4.786], [5.872, 0.314, 6.004], [5.316, 2.040, 3.489], [4.154, 2.090, 4.842], [3.512, -0.064, 4.552], [4.989, -0.516, 3.606], [4.317, 0.696, 1.659], [2.961, 1.470, 2.430], [0.772, -0.207, 2.921], [2.062, -1.079, 3.684], [0.305, -1.996, 1.399], [0.546, -2.919, 2.835], [2.023, -3.136, 0.402], [2.642, -3.762, 1.899], [4.068, -1.680, 0.731], [3.912, -1.999, 2.504], [1.345, 0.798, 0.697], [1.825, -0.718, -0.143], [2.986, 0.556, 0.050], [-2.116, -5.081, -7.879], [-0.847, -5.397, -7.060], [-0.721, -4.802, -5.657], [-1.018, -3.295, -5.672], [-0.702, -2.593, -4.358], [-0.607, -1.128, -4.688], [0.249, -0.509, -3.525], [1.124, -1.637, -2.999], [0.688, -2.885, -3.833], [-1.783, -2.890, -3.344], [-2.882, -5.831, -7.678], [-1.862, -5.172, -8.931], [-2.544, -4.116, -7.617], [0.053, -5.236, -7.660], [-0.790, -6.485, -6.948], [0.316, -4.913, -5.343], [-1.421, -5.307, -4.991], [-2.073, -3.107, -5.863], [-0.440, -2.792, -6.444], [-1.568, -0.633, -4.600], [-0.007, -0.805, -5.533], [-0.469, -0.111, -2.807], [0.857, 0.319, -3.894], [0.813, -1.881, -1.981], [2.198, -1.539, -3.119], [0.652, -3.774, -3.212], [1.324, -2.982, -4.710], [-1.527, -2.588, -2.332], [-2.106, -3.910, -3.521], [-2.591, -2.252, -3.709], [2.680, 3.241, -2.859], [1.537, 3.691, -1.970], [0.230, 3.333, -2.566], [-0.211, 3.731, -3.823], [-1.444, 3.215, -4.016], [-1.723, 2.439, -2.906], [-0.702, 2.523, -2.066], [-2.935, 1.648, -2.677], [3.627, 3.332, -2.336], [2.669, 3.814, -3.788], [2.541, 2.213, -3.200], [1.420, 4.738, -1.698], [1.588, 3.145, -1.023], [0.424, 4.310, -4.470], [-2.081, 3.250, -4.882], [-0.732, 2.092, -1.074], [-3.804, 2.190, -3.041], [-3.022, 1.613, -1.594], [-2.812, 0.666, -3.117], [-1.569, -0.606, -0.210]],
  "forces_ev_per_angstrom": [[-0.1, 0.6, -0.7], [0.2, -0.3, 1.1], [0.2, 0.5, -0.5], [0.3, 0.2, 0.9], [0.5, -0.3, -1.6], [0.6, 0.8, 0.7], [-0.4, 0.5, 1.4], [0.3, -0.4, 0.0], [-0.8, 1.6, -0.3], [0.6, -0.5, 0.0], [0.0, -0.1, -0.1], [-0.2, -0.2, 0.4], [0.2, -0.3, 0.0], [-0.1, 0.0, -0.3], [-0.2, 0.0, 0.0], [-0.1, -0.1, 0.1], [-0.1, -0.2, -0.2], [-0.2, 0.0, -0.4], [-0.1, -0.2, -0.2], [0.2, -0.6, 0.2], [-0.8, -0.2, -0.4], [0.1, -0.3, -0.6], [0.2, 0.1, -0.1], [0.0, 0.0, 0.0], [-0.1, 0.0, 0.2], [0.3, -0.9, 0.2], [0.1, -0.3, 0.1], [-0.3, 0.1, 0.0], [0.0, 0.1, 0.1], [-0.4, 0.2, 0.1], [0.6, 0.7, 0.3], [-0.4, -0.7, -0.3], [0.7, 0.8, 0.5], [-0.7, -0.3, -0.9], [-0.1, 0.4, 0.4], [0.4, -0.6, 0.7], [-0.7, 1.2, -0.4], [0.0, -0.8, 0.3], [-0.7, 0.1, -0.1], [0.7, -0.2, -0.5], [-0.1, 0.1, -0.2], [-0.1, -0.3, 0.0], [-0.3, -0.2, -0.3], [0.1, 0.3, 0.2], [0.0, 0.2, -0.2], [-0.1, -0.4, -0.2], [-0.2, -0.3, 0.2], [0.3, 0.1, 0.3], [0.1, 0.0, 0.4], [0.1, 0.2, -0.5], [-0.2, -0.3, 0.0], [0.0, -0.2, -0.1], [0.4, -0.1, 0.2], [0.3, 0.3, -0.1], [0.0, 0.0, -0.1], [0.1, 0.0, 0.1], [0.3, 0.1, -0.1], [-0.1, -0.2, 0.2], [-0.4, 0.0, 0.3], [-0.1, 0.1, 0.0], [0.3, -0.6, 0.6], [0.1, -1.0, -0.4], [-0.2, 0.9, -0.5], [0.0, -0.8, 0.2], [0.8, 0.6, -0.8], [1.0, 1.7, 2.4], [-0.5, 0.2, -0.4], [-1.3, -1.5, -0.1], [0.0, 0.6, 0.2], [-0.4, 1.0, -1.4], [-0.1, 0.1, 0.0], [-0.2, 0.4, -0.1], [0.0, 0.2, -0.5], [0.0, 0.7, 0.1], [-0.1, 0.0, 0.2], [-0.1, -0.4, 0.3], [0.2, -0.1, 0.2], [0.0, 0.1, 0.0], [0.1, 0.0, 0.0], [-0.3, -0.4, -0.8], [-0.6, -1.2, -0.9], [0.5, -0.2, 0.6], [-0.2, 0.0, -0.1], [0.5, 0.4, 0.2], [0.0, 0.3, 0.2], [0.1, -0.2, -0.3], [0.0, -0.3, 0.1], [0.2, -0.2, 0.0], [0.3, -0.2, 0.6], [-0.3, -0.1, 0.4], [-0.4, 0.5, -0.6], [-0.8, -0.7, 0.6], [-0.5, -0.6, -0.8], [0.5, 0.3, 0.2], [0.3, -0.6, -0.1], [-0.1, 0.4, -0.6], [-0.1, 0.4, 0.7], [0.2, 0.7, 0.7], [0.1, 0.1, -0.2], [0.4, 0.2, 0.2], [0.0, -0.1, 0.4], [0.7, 0.2, -0.3], [-0.1, 0.0, 0.0], [-0.2, 0.2, 0.0], [-0.1, 0.1, 0.1], [0.2, -0.2, -0.1], [0.1, -0.1, -0.3], [-0.2, -0.6, -0.1], [-0.2, -0.1, 0.1], [0.3, 0.3, -0.1]]
}


Entry 2:
{
  "formula": "C33H71N2O14PS7",
  "method": "ωB97M-V/def2-TZVPD",
  "orbital_gap_ev": 8.2,
  "total_energy_ev": -152149.50017,
  "charge": 0,
  "symbols": ["O", "S", "O", "C", "C", "C", "C", "H", "H", "H", "H", "H", "H", "H", "H", "O", "S", "O", "C", "C", "C", "C", "H", "H", "H", "H", "H", "H", "H", "H", "O", "S", "O", "C", "C", "C", "C", "H", "H", "H", "H", "H", "H", "H", "H", "O", "S", "O", "C", "C", "C", "C", "H", "H", "H", "H", "H", "H", "H", "H", "O", "S", "O", "C", "C", "C", "C", "H", "H", "H", "H", "H", "H", "H", "H", "O", "S", "O", "C", "C", "C", "C", "H", "H", "H", "H", "H", "H", "H", "H", "O", "S", "O", "C", "C", "C", "C", "H", "H", "H", "H", "H", "H", "H", "H", "C", "C", "C", "N", "P", "C", "N", "C", "H", "H", "H", "H", "H", "H", "H", "H", "H", "H", "H", "H", "H", "H", "H"],
  "xyz": [[6.415, 5.762, 4.357], [6.491, 4.317, 4.354], [6.870, 3.573, 3.173], [7.516, 3.801, 5.721], [6.544, 3.661, 6.887], [5.305, 2.963, 6.317], [4.956, 3.665, 4.998], [8.297, 4.540, 5.896], [7.959, 2.839, 5.460], [6.984, 3.098, 7.707], [6.270, 4.651, 7.266], [5.531, 1.920, 6.125], [4.467, 2.993, 7.012], [4.528, 2.971, 4.275], [4.275, 4.502, 5.157], [5.881, 1.064, 8.031], [5.593, -0.155, 8.755], [4.546, -1.058, 8.341], [7.113, -1.073, 8.947], [7.709, -0.546, 10.247], [6.538, -0.436, 11.229], [5.382, 0.245, 10.489], [7.753, -0.912, 8.082], [6.854, -2.129, 9.032], [8.493, -1.204, 10.623], [8.148, 0.443, 10.084], [6.234, -1.437, 11.545], [6.813, 0.120, 12.125], [4.414, -0.121, 10.825], [5.425, 1.329, 10.590], [2.456, 7.252, -0.827], [3.890, 7.142, -0.686], [4.728, 6.660, -1.760], [4.526, 8.709, -0.111], [4.457, 8.608, 1.409], [4.951, 7.200, 1.756], [4.250, 6.222, 0.808], [3.927, 9.522, -0.517], [5.557, 8.795, -0.454], [5.061, 9.379, 1.889], [3.423, 8.730, 1.745], [6.032, 7.147, 1.606], [4.754, 6.948, 2.796], [4.884, 5.372, 0.563], [3.304, 5.872, 1.222], [-3.454, 0.619, -0.801], [-3.152, 0.888, -2.188], [-2.433, -0.054, -3.016], [-4.664, 1.349, -3.018], [-4.751, 2.859, -2.832], [-3.336, 3.390, -3.079], [-2.367, 2.495, -2.300], [-5.505, 0.813, -2.581], [-4.559, 1.087, -4.072], [-5.475, 3.304, -3.514], [-5.061, 3.093, -1.810], [-3.108, 3.337, -4.147], [-3.237, 4.433, -2.776], [-1.412, 2.393, -2.812], [-2.208, 2.862, -1.287], [-6.359, -0.340, -6.605], [-6.319, -1.784, -6.666], [-5.920, -2.491, -7.860], [-5.356, -2.384, -5.287], [-6.370, -2.545, -4.161], [-7.606, -3.182, -4.801], [-7.894, -2.421, -6.099], [-4.560, -1.678, -5.054], [-4.930, -3.347, -5.573], [-5.973, -3.156, -3.350], [-6.629, -1.564, -3.749], [-7.399, -4.232, -5.029], [-8.467, -3.157, -4.131], [-8.314, -3.072, -6.866], [-8.557, -1.572, -5.929], [0.376, -6.822, -3.028], [0.445, -5.619, -3.822], [-0.557, -5.296, -4.810], [0.652, -4.225, -2.725], [2.161, -4.097, -2.557], [2.754, -4.298, -3.955], [2.070, -5.522, -4.572], [0.129, -4.411, -1.789], [0.236, -3.347, -3.221], [2.437, -3.130, -2.135], [2.530, -4.877, -1.884], [2.550, -3.415, -4.567], [3.836, -4.428, -3.920], [1.961, -5.425, -5.651], [2.604, -6.442, -4.335], [-8.066, -6.179, -5.376], [-9.419, -6.685, -5.402], [-10.054, -7.228, -4.226], [-10.478, -5.433, -6.110], [-10.438, -5.709, -7.609], [-10.540, -7.230, -7.755], [-9.565, -7.854, -6.752], [-10.110, -4.444, -5.843], [-11.481, -5.582, -5.709], [-11.245, -5.196, -8.132], [-9.489, -5.361, -8.028], [-11.560, -7.550, -7.525], [-10.318, -7.554, -8.772], [-9.933, -8.802, -6.365], [-8.575, -7.990, -7.186], [0.300, 0.367, -0.766], [-0.336, -0.941, -0.187], [-0.112, -1.167, 1.358], [0.910, -0.284, 1.968], [0.211, 1.195, 2.638], [1.690, 2.398, 2.637], [2.830, 1.720, 3.287], [3.771, 1.139, 2.312], [0.129, 1.276, -0.156], [1.375, 0.257, -1.039], [-0.217, 0.559, -1.740], [0.146, -1.789, -0.728], [-1.428, -0.944, -0.366], [0.272, -2.211, 1.470], [-1.082, -1.133, 1.917], [1.235, -0.789, 2.791], [-0.747, 1.734, 1.705], [1.406, 3.274, 3.265], [1.942, 2.768, 1.621], [2.510, 0.962, 3.883], [4.478, 1.885, 1.883], [3.286, 0.606, 1.464], [4.389, 0.381, 2.851]],
  "forces_ev_per_angstrom": [[0.1, 0.0, -0.3], [-0.1, -0.4, 0.2], [0.0, 0.5, -0.1], [0.2, 0.0, 0.4], [-0.1, 0.1, 0.0], [0.0, 0.3, -0.4], [-0.3, -0.1, 0.2], [0.0, 0.0, -0.2], [0.0, 0.0, -0.1], [0.0, 0.0, 0.0], [0.1, 0.0, 0.0], [0.0, 0.1, -0.1], [0.0, 0.0, -0.1], [0.0, 0.2, 0.0], [0.1, 0.1, -0.1], [-0.1, -0.7, 0.5], [-0.1, -0.4, 0.1], [0.1, 0.4, -0.2], [0.4, -0.1, 0.1], [0.0, 0.1, 0.1], [0.1, -0.1, 0.1], [0.0, 0.1, 0.5], [-0.2, 0.0, -0.1], [-0.1, 0.1, -0.1], [0.0, 0.0, 0.0], [0.0, -0.1, 0.0], [0.0, 0.0, 0.0], [0.0, 0.0, 0.0], [0.0, 0.1, -0.2], [0.0, 0.0, -0.1], [0.1, -0.1, -0.2], [0.3, 0.0, 0.0], [-0.4, 0.0, 0.0], [0.1, 0.4, 0.2], [-0.1, -0.1, 0.0], [0.0, 0.1, 0.1], [0.1, -0.2, 0.4], [0.0, -0.1, -0.1], [-0.1, -0.1, 0.0], [0.0, 0.0, 0.0], [0.0, 0.0, 0.0], [0.0, 0.0, 0.0], [0.1, 0.0, -0.1], [-0.1, 0.0, -0.1], [0.0, 0.0, -0.1], [0.2, -0.2, -0.1], [-0.1, 0.1, -0.3], [-0.1, -0.1, 0.4], [-0.4, 0.2, -0.2], [0.0, 0.1, 0.1], [-0.1, 0.1, -0.1], [0.2, 0.5, -0.1], [0.1, -0.1, 0.0], [0.0, 0.0, 0.0], [0.0, 0.0, 0.0], [0.0, 0.0, 0.0], [0.0, 0.0, 0.0], [0.0, -0.1, 0.0], [0.0, -0.1, 0.1], [0.0, -0.1, 0.0], [0.0, -0.1, -0.2], [0.3, -0.3, 0.0], [-0.1, 0.4, 0.0], [0.1, -0.1, 0.4], [-0.1, 0.1, 0.1], [0.2, -0.2, 0.0], [-0.5, -0.2, 0.3], [0.0, 0.0, -0.2], [0.0, 0.1, -0.1], [0.0, 0.0, 0.0], [0.1, 0.0, 0.0], [0.0, 0.3, 0.1], [0.0, 0.0, 0.0], [0.1, 0.1, -0.1], [0.1, 0.1, -0.1], [-0.1, 0.1, -0.2], [-0.2, 0.2, -0.1], [0.0, -0.3, 0.2], [0.2, 0.3, 0.3], [0.1, -0.1, 0.0], [0.1, 0.1, 0.0], [0.5, 0.1, -0.2], [-0.1, -0.1, -0.1], [-0.1, -0.1, 0.0], [0.0, 0.0, 0.0], [0.0, 0.0, 0.0], [0.0, 0.0, 0.0], [0.0, 0.0, 0.0], [-0.1, -0.1, 0.1], [-0.1, 0.0, 0.0], [-0.2, -0.3, 0.1], [-0.3, -0.1, 0.1], [0.4, 0.2, 0.0], [-0.2, 0.3, -0.3], [0.1, 0.0, -0.1], [-0.1, 0.0, -0.1], [-0.1, -0.3, -0.4], [0.0, -0.1, 0.1], [0.1, 0.0, 0.1], [0.0, 0.0, 0.0], [0.0, 0.0, 0.0], [0.0, 0.0, 0.0], [0.0, 0.0, 0.1], [0.1, 0.1, 0.1], [0.0, 0.1, 0.1], [-0.6, -0.2, -0.9], [0.6, 0.4, 0.5], [0.0, -0.8, -0.5], [-0.7, 0.3, -0.4], [0.1, 0.3, 1.4], [-0.6, 0.0, 0.0], [0.2, -0.1, -1.0], [0.7, -0.7, -0.1], [0.3, -0.7, -0.2], [-0.7, 0.1, 0.6], [0.4, -0.1, 0.6], [-0.6, 0.5, 0.3], [0.7, -0.1, -0.1], [-0.3, 0.8, 0.1], [0.5, 0.1, -0.4], [0.0, 0.2, -0.2], [0.8, -0.4, -0.2], [-0.1, -0.5, -0.5], [0.1, -0.3, 0.6], [-0.1, 0.3, 0.0], [-0.6, -0.2, 0.4], [0.1, 0.4, 0.5], [-0.3, 0.6, -0.4]]
}


Number 1: E_LUMO -6.367 eV. Number 2: E_LUMO 0.381 eV.